C30H44ErN7O2 | ωB97M-V/def2-TZVPD

For the HOMO-LUMO gap (spin up / spin down), the calculation gives 6.67 / 6.67 eV. The calculated total energy comes out at -73970.6703 eV. For the highest occupied orbital energy (spin up / spin down), the calculation gives -6.5 / -6.5 eV. As for the spin multiplicity: 4. As for the largest force on an atom: 4.33 eV/Å. Its net charge is 0.

Geometry as XYZ:
```
84
Properties=species:S:1:pos:R:3:mulliken_spin:R:1
Er 0.171 0.304 -0.037 3.012
C -3.524 -1.758 -1.159 0.000
C -3.447 -1.553 0.431 -0.001
C -2.034 -2.004 0.918 -0.001
N -1.114 -0.999 1.472 -0.002
C -1.258 -0.514 2.691 -0.001
C -2.265 -1.018 3.534 0.000
C -2.586 -0.868 4.903 0.000
C -2.096 0.030 5.797 0.000
C -1.005 0.897 5.546 0.000
C -0.209 0.963 4.463 0.000
C -0.177 0.345 3.160 -0.001
N 0.734 0.553 2.235 0.003
C 2.095 0.813 2.704 0.001
C 2.919 -0.522 2.503 0.000
C 3.297 -0.849 1.047 0.001
N 2.175 -1.009 0.159 0.002
C 2.449 -1.609 -1.017 0.003
C 3.731 -1.835 -1.552 0.000
C 4.417 -2.836 -2.325 0.000
C 3.742 -3.911 -2.975 0.000
C 2.339 -4.068 -2.989 0.000
C 1.311 -3.318 -2.548 0.000
C 1.245 -2.154 -1.693 -0.003
N 0.072 -1.562 -1.407 -0.008
C -1.086 -2.009 -2.102 -0.002
C -2.299 -1.092 -1.821 -0.001
H -4.471 -1.329 -1.545 0.000
H -3.505 -2.796 -1.338 0.000
H -4.357 -2.156 0.895 0.000
H -3.649 -0.471 0.701 0.000
H -1.500 -2.336 0.035 0.000
H -2.280 -2.825 1.591 0.000
H -2.935 -1.765 3.022 0.000
H -3.437 -1.427 5.256 0.000
H -2.391 0.045 6.834 0.000
H -0.756 1.543 6.442 0.000
H 0.588 1.676 4.616 0.000
H 2.225 1.202 3.671 0.000
H 2.636 1.525 2.068 -0.001
H 2.258 -1.294 2.928 0.000
H 3.797 -0.527 3.153 0.000
H 3.925 -1.761 1.145 0.000
H 3.871 0.009 0.698 0.000
H 4.438 -1.062 -1.210 0.000
H 5.476 -2.657 -2.460 0.000
H 4.245 -4.701 -3.350 0.000
H 2.035 -5.032 -3.455 0.000
H 0.308 -3.656 -2.825 0.000
H -1.293 -3.041 -1.863 0.000
H -0.906 -2.111 -3.174 0.000
H -2.667 -0.686 -2.745 0.000
H -1.968 -0.264 -1.150 0.004
C 2.270 2.269 -2.144 -0.002
C 2.440 2.662 -0.681 0.005
N 1.168 2.521 0.051 0.001
C 0.068 3.503 -0.273 0.002
C -0.606 3.267 -1.585 0.000
N -0.937 1.936 -1.995 -0.001
C -0.598 1.638 -3.370 0.000
C 0.784 0.916 -3.553 0.000
N 1.540 0.955 -2.283 -0.001
H 3.274 2.171 -2.555 0.000
H 1.847 3.039 -2.780 0.000
H 2.808 3.722 -0.610 0.000
H 3.173 1.940 -0.326 -0.001
H 1.337 2.453 1.069 -0.001
H 0.549 4.500 -0.285 0.000
H -0.677 3.427 0.474 0.000
H -1.441 4.016 -1.569 0.000
H 0.080 3.759 -2.321 0.000
H -1.935 1.741 -1.777 0.000
H -0.721 2.467 -4.050 0.000
H -1.334 0.902 -3.683 0.000
H 1.337 1.434 -4.305 0.000
H 0.590 -0.157 -3.708 0.000
H 2.258 0.281 -2.356 0.001
C -3.899 1.753 1.443 0.000
C -2.977 1.693 0.260 0.001
O -1.757 1.405 0.525 -0.011
O -3.418 1.859 -0.889 0.000
H -3.964 2.784 1.903 0.000
H -3.601 1.091 2.271 0.000
H -4.942 1.537 1.225 0.000
```